A cluster of 6 separate species, C21H44O7 in total in a non-equilibrium geometry, computed with wB97M-V/def2-TZVPD.

XYZ file:
```
72
Properties=species:S:1:pos:R:3:lowdin_charge:R:1
O -3.38 0.69 2.80 0.080
C -2.71 0.55 1.78 -0.429
C -1.18 0.24 1.84 0.098
C -0.42 0.04 0.55 0.023
C -0.95 0.24 -0.76 -0.509
O -0.17 0.15 -1.68 0.110
C -2.39 0.22 -0.77 0.081
C -3.22 0.56 0.45 0.051
H -0.52 -0.05 2.64 0.079
H 0.77 -0.02 0.51 0.146
H -2.89 0.41 -1.79 0.119
H -4.42 0.70 0.45 0.160
C 4.81 0.62 -3.81 -0.036
C 3.96 1.35 -2.84 -0.470
C 2.48 1.00 -3.32 -0.071
O 4.04 0.87 -1.51 -0.057
H 4.78 -0.46 -3.81 0.098
H 5.64 0.81 -3.52 -0.032
H 4.77 1.07 -4.84 0.121
H 3.93 2.25 -2.91 0.023
H 1.75 1.38 -2.45 0.047
H 2.33 -0.19 -3.39 0.115
H 2.15 1.69 -4.34 0.143
H 3.61 1.64 -1.02 0.082
C -5.44 1.32 -2.89 -0.059
C -5.27 -0.01 -3.56 -0.468
C -6.56 -0.84 -4.02 -0.023
O -4.33 0.18 -4.61 0.009
H -6.02 1.18 -1.94 0.108
H -5.90 1.81 -3.67 0.056
H -4.64 1.92 -2.69 0.045
H -4.68 -0.61 -2.84 0.109
H -6.28 -1.76 -4.68 0.100
H -7.28 -0.34 -4.47 -0.012
H -7.19 -1.29 -3.03 0.145
H -4.43 -0.52 -5.10 -0.022
C 3.34 4.38 0.83 -0.020
C 2.18 3.36 0.58 -0.498
C 1.54 3.46 -0.77 -0.037
O 2.59 2.00 0.79 -0.114
H 4.29 4.16 0.09 0.146
H 3.82 4.31 1.74 0.030
H 2.87 5.30 0.67 0.050
H 1.43 3.48 1.22 0.079
H 1.19 4.45 -0.84 0.063
H 0.64 2.67 -0.59 0.134
H 2.21 3.17 -1.69 0.101
H 3.30 1.94 1.56 0.166
C -3.35 -2.17 7.36 0.007
C -2.93 -2.40 5.82 -0.559
C -1.89 -1.46 5.49 -0.091
O -2.49 -3.64 5.51 -0.029
H -3.28 -1.33 7.61 -0.078
H -2.82 -2.77 8.13 0.096
H -4.50 -2.50 7.27 0.131
H -3.79 -2.32 5.06 0.153
H -2.24 -0.43 5.76 0.105
H -1.22 -1.52 4.69 0.047
H -1.05 -1.64 6.28 0.121
H -2.97 -4.29 6.02 0.099
C 3.07 -2.39 0.56 -0.026
C 4.18 -2.41 -0.48 -0.439
C 4.90 -3.78 -0.63 -0.067
O 3.50 -1.92 -1.67 -0.094
H 3.68 -2.71 1.40 0.090
H 2.46 -3.22 0.49 0.078
H 2.68 -1.63 0.82 -0.050
H 5.02 -1.55 -0.35 0.172
H 4.24 -4.52 -1.00 0.043
H 5.56 -4.08 0.37 0.135
H 5.70 -3.76 -1.44 0.080
H 3.39 -1.01 -1.42 0.015
```

Summary:
Energy relative to the best compared isomer or geometry (same formula, charge and spin): 2.920 eV
E_HOMO: -0.336 Ha
SMILES: O=C1C=CC(=O)C=C1.CC(C)O.CC(C)O.CC(C)O.CC(C)O.CC(C)O